49
Properties=species:S:1:pos:R:3:lowdin_charge:R:1 method="wB97M-V/def2-TZVPD" lumo_energy_ev=-7.19 homo_ev=-12.4 largest_force_ev_per_a=16.8 charge=+1 homo_lumo_gap_ev=5.16 de_lowest_ev=23.674
Pb -2.76011 0.71476 2.87233 1.75
Cl -0.60688 -2.71281 0.37871 1.15
Cl -4.39958 0.16954 -1.78097 0.57
Cl -1.82117 1.40789 -2.26302 0.96
Cl -1.76418 -4.75860 2.15751 0.59
F 0.41148 1.05187 -0.66883 -0.17
F 0.27896 -2.39011 -1.12857 -0.15
O -0.79104 -0.47102 0.22792 -0.07
O 1.78088 -0.75440 -1.40626 0.13
O 3.37545 -0.67019 1.20566 0.12
O 3.03912 0.52437 -2.68063 0.23
O 2.85774 -2.66537 0.54149 0.15
O -0.20164 3.07553 -1.50722 0.01
O -0.57011 4.20680 0.38025 0.08
O -2.27892 -0.84429 1.81600 -0.20
O 0.98797 -0.09036 -3.28224 0.15
O -1.69766 1.23267 1.40127 -0.24
O -1.17080 5.11989 -1.66357 0.19
O 4.84102 -2.42402 1.61028 0.15
C -1.61882 -0.00296 1.16737 -0.76
C -0.73016 4.21579 -0.98874 -0.50
C 2.01687 -0.66303 1.33770 -0.23
C 0.45907 2.39020 -0.46132 -0.25
C 1.32522 0.64592 0.85028 -0.01
C 1.68360 -1.95768 0.57629 -0.22
C -2.80616 0.64315 -1.01217 -0.82
C -0.30327 2.82380 0.75564 -0.05
C -1.79970 -3.02715 1.71697 -0.80
C 2.04045 -0.08086 -2.48651 -0.58
C 3.79230 -1.94752 1.16633 -0.49
C 0.44632 -1.06799 -1.32993 -0.39
C -0.14700 -0.52145 -2.57302 -0.10
H -0.75020 0.38266 -2.49036 -0.15
H 1.62546 1.47578 1.49004 0.12
H -1.26677 2.34024 0.91665 0.02
H 0.19270 2.80169 1.72602 0.15
H 0.23580 0.66088 0.88255 0.08
H -2.25984 -0.25249 -0.71640 0.04
H 1.85442 -0.89168 2.39099 0.16
H -1.39856 -2.48683 2.57443 0.04
H -0.93636 -1.37777 0.50775 -0.17
H 1.62505 0.82144 -0.18286 0.09
H 1.52979 2.55898 -0.34657 0.20
H -2.97206 1.36573 -0.21313 0.05
H -2.76722 -2.63932 1.39825 0.06
H 0.05373 -0.54565 -0.45750 -0.08
H 1.27680 -1.74239 -0.41177 0.01
H 0.83726 -2.38829 1.11143 0.02
H -0.74926 -1.25535 -3.10852 0.17

***

38
Properties=species:S:1:pos:R:3:nbo_charge:R:1 method="wB97M-V/def2-TZVPD" lumo_energy_ev=-1.09 homo_ev=-8.7 largest_force_ev_per_a=1.3 charge=0 homo_lumo_gap_ev=7.65
Cl 4.25006 2.93451 -1.18145 -0.06
Cl 0.33429 2.24974 -3.26617 -0.06
Cl 2.64351 5.68863 -2.36886 -0.06
Cl 0.58718 1.14817 -0.06057 -0.06
P -0.96923 -2.82429 0.99563 0.80
O -3.49924 -0.96669 3.65629 -0.50
O -2.29015 -0.66471 5.53237 -0.48
O -4.28279 -1.95314 1.78493 -0.50
C -0.05644 -2.25638 3.98260 -0.05
C -1.37257 -1.85249 3.58887 -0.14
C -3.36698 -1.69482 2.48459 0.76
C -0.12313 2.68776 -0.60891 -0.39
C -1.48299 -4.59520 0.89990 -0.93
C 4.27207 5.12281 -2.81843 -0.38
C 4.36518 3.61818 -2.82223 -0.39
C -0.81726 2.54582 -1.93944 -0.38
C -0.54154 -2.12812 -1.59815 -0.61
C -1.91665 -2.11326 2.39349 -0.35
C -1.63198 -1.96382 -0.50904 -0.70
C 0.90942 -2.92077 4.24589 -0.13
C -2.37452 -1.09379 4.43682 0.78
H 1.84137 -3.42654 4.33139 0.24
H 0.43667 -1.86746 -1.20353 0.22
H 0.67486 3.42586 -0.65136 0.23
H -0.84311 2.99417 0.14842 0.22
H -0.92274 -5.06913 0.09498 0.24
H -1.34564 3.46769 -2.17668 0.23
H -1.53263 1.72698 -1.92966 0.22
H -0.80702 -1.51430 -2.45600 0.22
H 4.47651 5.50530 -3.81706 0.22
H 5.32874 3.31279 -3.22706 0.22
H 4.98270 5.56340 -2.12400 0.22
H -1.70760 -0.90710 -0.25070 0.23
H -1.13911 -5.05420 1.82686 0.24
H -0.51993 -3.18496 -1.87219 0.20
H -2.58478 -2.36799 -0.84692 0.23
H 3.57608 3.17370 -3.42395 0.23
H -2.55062 -4.74635 0.74935 0.23

***

41
Properties=species:S:1:pos:R:3:lowdin_charge:R:1 method="wB97M-V/def2-TZVPD" multiplicity=8 lumo_energy_ev="-3.09 / -3.09" homo_ev="-9.7 / -11.5" largest_force_ev_per_a=4.3 charge=+1 homo_lumo_gap_ev="6.64 / 8.40" de_lowest_ev=0.684
Eu 0.74928 -0.16941 -1.54581 1.51
S -2.70857 -3.67651 -3.19380 1.08
O 2.17923 -0.21793 -4.96980 0.13
O 2.27341 -1.10236 -2.94151 -0.25
O 0.89587 0.91356 -3.52110 -0.23
N 2.71061 -0.23110 0.06366 -0.10
N 1.16000 2.17898 -0.69878 -0.10
N -1.06020 -1.98838 -2.06060 -0.08
N 1.74894 -0.14970 -3.86483 -0.44
N -3.15603 -1.69921 1.06386 0.16
N -1.28810 -0.50743 0.60821 0.10
C -2.04955 1.06826 3.93252 -0.07
C -1.26827 -2.67822 -3.13801 -0.43
C 3.83803 0.67214 -0.26270 -0.27
C -3.16885 0.30732 4.25372 -0.07
C -1.83086 -0.10066 1.84837 -0.24
C -1.36717 0.85579 2.72232 -0.03
C -3.64213 -0.67314 3.37514 0.00
C 3.57815 2.12595 -0.01230 -0.21
C 2.51450 2.76089 -0.88295 -0.25
C -3.03656 -3.12439 -1.58371 -0.33
C -2.97952 -0.87211 2.16819 -0.17
C -2.13127 -1.46809 0.14887 -0.24
C -2.11319 -2.20520 -1.12946 -0.28
H 4.09766 0.49132 -1.31053 0.11
H -3.80887 -2.46329 0.96832 0.15
H -0.59548 -2.78798 -3.97766 0.09
H -1.74341 1.86241 4.59705 0.11
H 2.49386 3.83758 -0.59093 0.13
H 3.26811 2.24413 1.04133 0.12
H 3.05052 -1.19155 0.11773 0.09
H -3.93778 -3.35717 -1.03400 0.08
H 2.74111 2.70440 -1.96243 0.12
H 4.54803 2.64001 -0.09801 0.13
H -4.50672 -1.27125 3.63848 0.11
H 2.32226 -0.01182 0.99673 0.09
H 4.77560 0.39874 0.26081 0.12
H 1.01927 2.08617 0.31877 0.07
H -0.46239 1.44324 2.51773 0.10
H 0.50141 2.85403 -1.06872 0.09
H -3.61097 0.50198 5.20585 0.10

***

34
Properties=species:S:1:pos:R:3:nbo_charge:R:1 method="wB97M-V/def2-TZVPD" lumo_energy_ev="-0.31 / 0.32" homo_ev="-5.4 / -5.7" largest_force_ev_per_a=3.2 charge=0 homo_lumo_gap_ev="5.13 / 5.98"
Sn -0.21035 -0.03647 0.75067 1.73
F 1.70787 -0.05230 1.37785 -0.75
N 0.20859 -1.44284 -0.64057 -0.66
N 0.30757 1.34740 -0.64037 -0.65
C 1.03505 2.84734 -2.71544 -0.18
C 0.39964 2.67888 -0.41418 0.09
C 0.19181 -3.55583 -1.59866 -0.30
C -0.20335 -0.63818 3.99081 -0.61
C 0.01172 -2.76168 -0.49666 0.09
C 0.63727 -1.58065 -2.93640 -0.20
C -2.36941 0.04100 0.84412 -1.10
C 0.52824 -0.78705 -1.80476 0.12
C 0.50608 -2.94394 -2.81580 -0.18
C 0.62187 0.68890 -1.79959 0.11
C 0.93110 1.48714 -2.86720 -0.20
C 0.78006 3.46544 -1.47685 -0.29
C -0.27395 0.86692 3.96142 -0.62
H 0.79715 -1.02096 -3.83891 0.21
H -2.71930 -0.99578 0.74965 0.23
H -0.19549 -0.96559 2.88471 0.16
H -0.29803 -3.13415 0.49129 0.22
H -1.12797 1.30798 4.51488 0.21
H -0.34185 1.14350 2.86316 0.16
H -1.16488 -1.07637 4.39404 0.20
H 0.69314 1.24725 4.28449 0.22
H 0.64489 -3.52332 -3.71634 0.22
H 0.15101 3.05055 0.57142 0.22
H -2.62671 0.47934 1.81164 0.23
H 1.33416 3.42491 -3.56311 0.22
H -2.69379 0.67221 0.00360 0.22
H 0.86613 4.52565 -1.33528 0.22
H 0.07182 -4.62379 -1.50741 0.23
H 0.73382 -1.07763 4.47493 0.22
H 1.06605 0.94215 -3.80111 0.21

***

35
Properties=species:S:1:pos:R:3:lowdin_charge:R:1 method="wB97M-V/def2-TZVPD" lumo_energy_ev=-0.67 homo_ev=-7.5 largest_force_ev_per_a=3.7 charge=0 homo_lumo_gap_ev=6.88 de_lowest_ev=0.442
I -0.66892 4.27962 0.73946 -0.09
Sr 0.84567 1.41908 0.45531 1.20
O 0.72068 0.45912 2.46976 -0.63
N 0.54097 -1.08161 -0.72380 0.04
N -1.60274 0.59823 -0.66868 0.04
C -3.92455 1.14409 -1.05925 -0.03
C 0.39043 -3.67465 -1.78741 -0.05
C -3.02011 -0.91868 -1.87834 -0.01
C -0.60300 -1.50598 -1.32535 -0.19
C 2.62657 3.03316 1.08935 -0.32
C -1.77340 -0.58187 -1.30817 -0.20
C 1.53664 -3.24697 -1.11450 -0.05
C 1.56955 -1.94462 -0.59846 -0.11
C -2.64957 1.42491 -0.55177 -0.15
C 0.35767 -0.22893 3.62937 -0.30
C -0.68866 -2.79420 -1.89634 0.00
C -4.10547 -0.05617 -1.75051 -0.05
C 3.32970 1.71040 0.59281 -0.25
H 0.97617 0.10782 4.47389 0.06
H 0.32126 -4.67285 -2.21768 0.11
H 4.40646 1.92928 0.51471 0.08
H 2.08308 3.55385 0.28246 -0.03
H 3.05301 1.37998 -0.43742 0.05
H -5.07210 -0.31409 -2.17597 0.11
H 2.44953 -1.57859 -0.06082 0.11
H -2.44006 2.37095 -0.03565 -0.04
H 2.39652 -3.89599 -0.98536 0.11
H -3.11073 -1.85848 -2.40466 0.09
H 3.39335 3.73553 1.44305 0.09
H -1.60715 -3.07500 -2.40335 0.10
H 1.95503 2.89495 1.95585 0.03
H 3.22499 0.87030 1.30865 0.07
H -4.71914 1.86451 -0.90624 0.11
H -0.70135 -0.03991 3.85944 0.06
H 0.50967 -1.30720 3.47561 0.05

***

41
Properties=species:S:1:pos:R:3:nbo_charge:R:1 method="wB97M-V/def2-TZVPD" multiplicity=5 lumo_energy_ev="-5.36 / -4.25" homo_ev="-12.9 / -12.9" largest_force_ev_per_a=1.1 charge=+1 homo_lumo_gap_ev="7.55 / 8.67"
Mn -1.06545 -0.50109 1.39647 1.71
O -1.85673 3.10092 2.76639 -0.52
O 0.11898 -2.76503 4.32298 -0.51
O -1.80814 1.01486 2.02885 -0.77
O 0.93544 -1.04816 0.80142 -0.77
O -1.00711 -1.67614 2.73375 -0.76
O 2.48457 -2.21997 -4.44510 -0.72
O -0.27889 0.74825 -4.94991 -0.58
N 0.57134 0.47956 3.10669 -0.48
N -1.53236 0.08306 -0.48263 -0.58
N 0.55790 -1.13303 -4.01182 -0.61
C -1.26259 2.07057 2.67634 0.77
C -2.65963 0.79804 -0.65448 0.08
C 0.12717 1.86086 3.22660 -0.35
C 1.52549 -1.38749 -5.06000 0.10
C -1.11541 0.18262 -2.82569 -0.15
C 1.91660 0.26674 2.57724 -0.26
C -2.27221 0.93417 -2.99691 -0.05
C -0.77701 -0.22690 -1.55601 0.07
C -0.23607 -0.04531 -4.03138 0.65
C -3.06274 1.22752 -1.90099 -0.23
C -0.19142 -1.72975 3.82503 0.77
C 1.85990 0.03712 1.08650 -0.08
C 0.24397 -0.35063 4.26375 -0.34
H 2.35489 -0.60681 3.06685 0.22
H -0.60381 0.09419 4.78919 0.25
H 0.12406 -0.78957 -1.35946 0.23
H 0.12073 2.20410 4.26383 0.24
H 1.05416 -1.87897 -5.91482 0.17
H 3.04073 -2.61605 -5.12219 0.49
H -3.20642 1.05009 0.24279 0.25
H -3.97179 1.80334 -1.99510 0.26
H 2.83500 -0.18926 0.65801 0.22
H -2.52108 1.28611 -3.99020 0.27
H 0.79553 2.53201 2.68342 0.24
H 2.58790 1.10765 2.78004 0.23
H 1.93675 -0.43123 -5.38349 0.19
H 0.45038 -1.86149 -3.32611 0.41
H 1.06727 -0.45170 4.97388 0.23
H 1.27305 -1.87645 1.16856 0.52
H 1.44704 0.90325 0.56774 0.20